(1)
The following is a DFT calculation (ωB97M-V with the def2-TZVPD basis set) of a cluster of 7 separate species, C44H65F2NO21 in total in a non-equilibrium geometry.

Structure (XYZ):
```
133
Properties=species:S:1:pos:R:3:lowdin_charge:R:1
C -1.12 -0.57 0.10 -0.100
C 0.06 0.55 -0.15 -0.222
O 0.44 1.31 1.07 -0.144
C -0.55 2.39 1.20 -0.117
C -1.67 2.22 2.21 0.093
C -2.81 3.43 2.35 -0.204
O -3.29 3.79 3.54 -0.038
C -3.23 4.15 0.91 0.030
C -4.75 4.66 0.52 -0.014
C -5.99 4.47 1.58 -0.169
C -7.33 3.75 0.96 -0.199
C -7.23 2.13 0.77 -0.134
C -6.33 1.10 1.68 -0.020
C -6.43 -0.53 1.32 -0.067
C -7.37 -1.15 0.11 -0.078
C -8.23 -0.11 -0.83 -0.073
C -8.14 1.49 -0.47 -0.036
C -4.95 5.38 -0.97 -0.071
N -6.30 5.94 -1.45 0.017
C -3.71 5.55 -2.07 0.022
F -3.92 6.16 -3.40 -0.053
C -2.18 5.04 -1.68 0.031
F -1.03 5.16 -2.63 -0.046
C -1.99 4.34 -0.20 0.041
C -0.49 3.75 0.23 -0.122
O 0.67 4.31 -0.17 -0.025
H -2.15 0.01 0.13 0.078
H -1.13 -1.25 -0.88 0.100
H -1.01 -1.19 1.08 0.087
H 1.07 0.09 -0.58 0.133
H -0.35 1.26 -1.02 0.138
H -1.76 1.25 2.90 0.149
H -6.26 5.56 1.98 0.137
H -5.70 3.85 2.56 0.111
H -7.72 4.21 -0.04 0.086
H -8.20 3.94 1.76 0.135
H -5.66 1.52 2.55 0.084
H -5.79 -1.31 1.95 0.085
H -7.47 -2.30 -0.13 0.085
H -8.89 -0.50 -1.72 0.082
H -8.79 2.22 -1.14 0.087
H -6.83 6.19 -0.56 0.079
H -6.81 5.13 -1.88 0.085
C 1.88 -5.61 -2.20 -0.065
C 1.85 -5.94 -0.72 -0.219
O 2.78 -5.12 0.00 0.023
C 2.39 -3.84 0.23 -0.546
O 1.32 -3.34 -0.12 0.095
O 3.39 -3.20 0.88 -0.005
C 3.14 -1.81 1.09 -0.049
H 2.90 -5.69 -2.59 0.079
H 1.24 -6.30 -2.76 0.081
H 1.54 -4.59 -2.40 0.074
H 2.16 -6.97 -0.57 0.123
H 0.84 -5.84 -0.30 0.124
H 2.18 -1.64 1.59 0.095
H 3.18 -1.28 0.13 0.093
H 3.93 -1.42 1.73 0.098
C 1.28 6.87 1.03 -0.056
C 1.25 6.55 2.52 -0.222
O 2.18 7.37 3.24 0.022
C 1.79 8.65 3.46 -0.545
O 0.72 9.14 3.12 0.108
O 2.79 9.29 4.12 -0.008
C 2.54 10.68 4.33 -0.054
H 2.30 6.80 0.65 0.093
H 0.64 6.19 0.48 0.041
H 0.94 7.89 0.84 0.080
H 1.56 5.51 2.67 0.099
H 0.24 6.65 2.94 0.126
H 1.58 10.84 4.82 0.097
H 2.58 11.21 3.37 0.099
H 3.33 11.07 4.97 0.094
C 8.16 -7.13 -2.79 -0.066
C 6.68 -7.46 -2.83 -0.217
O 6.08 -6.96 -4.02 0.019
C 6.31 -7.67 -5.15 -0.549
O 6.97 -8.70 -5.22 0.101
O 5.70 -7.04 -6.18 -0.009
C 5.96 -7.64 -7.45 -0.054
H 8.32 -6.06 -2.92 0.082
H 8.60 -7.44 -1.83 0.081
H 8.71 -7.64 -3.59 0.072
H 6.18 -6.97 -1.98 0.121
H 6.50 -8.54 -2.73 0.125
H 5.71 -8.71 -7.45 0.097
H 7.00 -7.49 -7.73 0.099
H 5.32 -7.15 -8.19 0.094
C 0.78 4.16 5.08 -0.056
C 2.26 4.07 4.79 -0.217
O 2.97 3.49 5.89 0.031
C 2.87 2.15 6.02 -0.547
O 2.25 1.40 5.27 0.102
O 3.55 1.77 7.12 -0.008
C 3.45 0.38 7.43 -0.054
H 0.60 4.69 6.02 0.088
H 0.25 4.68 4.27 0.056
H 0.33 3.16 5.18 0.075
H 2.67 5.08 4.65 0.116
H 2.47 3.51 3.86 0.127
H 3.72 -0.24 6.57 0.096
H 2.43 0.15 7.76 0.099
H 4.13 0.16 8.25 0.094
C 13.39 -9.32 -0.42 -0.071
C 13.48 -8.84 -1.86 -0.219
O 13.21 -9.90 -2.78 0.023
C 11.91 -10.23 -2.93 -0.547
O 10.96 -9.70 -2.37 0.099
O 11.83 -11.27 -3.80 -0.006
C 10.51 -11.79 -3.97 -0.049
H 14.03 -10.19 -0.27 0.082
H 13.68 -8.53 0.27 0.080
H 12.37 -9.64 -0.18 0.074
H 14.50 -8.49 -2.06 0.123
H 12.81 -7.99 -2.04 0.124
H 9.81 -11.00 -4.25 0.096
H 10.19 -12.29 -3.06 0.099
H 10.54 -12.52 -4.78 0.095
C -14.82 5.33 -2.91 -0.070
C -13.34 5.24 -3.20 -0.219
O -12.63 4.67 -2.09 0.020
C -12.73 3.32 -1.97 -0.550
O -13.35 2.57 -2.71 0.107
O -12.05 2.95 -0.86 -0.017
C -12.15 1.56 -0.55 -0.056
H -15.00 5.86 -1.97 0.082
H -15.35 5.85 -3.71 0.081
H -15.27 4.34 -2.80 0.075
H -12.93 6.25 -3.34 0.123
H -13.13 4.69 -4.12 0.125
H -11.88 0.94 -1.41 0.094
H -13.17 1.33 -0.22 0.100
H -11.47 1.33 0.26 0.090
```

As for the charge: 0. The value obtained for the orbital gap is 6.8 eV. The calculation puts the maximum force at 0.1738 hartree/bohr. Its SMILES is CCOC1=CC(=O)c2c(CCc3ccccc3)c(N)c(F)c(F)c2C1=O.CCOC(=O)OC.CCOC(=O)OC.CCOC(=O)OC.CCOC(=O)OC.CCOC(=O)OC.CCOC(=O)OC. Its relative energy (zero: lowest compared OMol25 entry of this formula, charge and spin) is 2245.34 kJ/mol. The calculation puts the total energy at -96581.986 eV.

=====

(2)
The following is a DFT calculation (ωB97M-V with the def2-TZVPD basis set) of a cluster of 6 separate species, C44H65F6NO18 in total in a non-equilibrium geometry.

Structure (XYZ):
```
134
Properties=species:S:1:pos:R:3:lowdin_charge:R:1
C 5.38 2.32 -0.64 -0.144
C 4.83 3.78 -0.05 -0.240
C 4.60 4.87 -1.25 -0.235
C 3.18 5.68 -1.20 -0.222
C 1.85 4.75 -0.96 -0.226
C 1.35 3.93 -2.32 -0.206
C 2.12 2.48 -2.35 -0.216
C 1.76 1.61 -3.74 -0.205
C 2.88 0.42 -3.81 -0.206
C 2.54 -0.77 -4.89 -0.203
C 1.07 -1.47 -4.68 -0.211
C 0.94 -2.37 -3.30 -0.195
C 0.63 -1.45 -1.95 -0.181
C -0.38 -2.30 -0.97 -0.157
C -1.93 -1.77 -0.95 -0.025
C -2.51 -1.05 0.25 -0.037
C -1.64 -0.70 1.62 -0.122
C -1.94 0.79 2.24 -0.122
F -0.96 1.02 3.37 -0.160
C -4.12 -0.60 0.18 -0.105
O -4.76 -0.51 1.38 -0.054
C -4.92 -0.34 -1.25 -0.061
O -6.13 0.48 -1.40 -0.127
C -6.01 1.78 -0.73 -0.178
C -5.10 2.89 -1.52 -0.290
C -3.53 2.90 -1.00 -0.085
C -5.18 2.57 -3.13 -0.167
C -4.58 3.77 -4.08 -0.372
C -4.80 3.27 -5.65 -0.111
C -5.31 5.23 -3.88 -0.112
C -4.35 -1.08 -2.45 -0.083
N -4.95 -1.02 -3.84 0.050
C -2.97 -2.01 -2.23 -0.101
O -2.74 -2.94 -3.20 -0.038
H 5.47 2.42 -1.81 0.057
H 6.44 2.04 -0.21 0.075
H 4.57 1.47 -0.45 0.073
H 3.93 3.65 0.69 0.095
H 5.74 4.19 0.62 0.105
H 5.46 5.68 -1.15 0.112
H 4.73 4.42 -2.34 0.102
H 3.05 6.18 -2.27 0.113
H 3.23 6.60 -0.45 0.116
H 0.96 5.50 -0.71 0.110
H 1.91 4.01 -0.05 0.096
H 0.18 3.78 -2.17 0.107
H 1.54 4.55 -3.29 0.114
H 1.96 1.85 -1.37 0.117
H 3.29 2.71 -2.44 0.087
H 0.65 1.25 -3.65 0.084
H 1.82 2.35 -4.66 0.124
H 3.90 0.93 -4.16 0.124
H 3.07 0.00 -2.72 0.106
H 2.68 -0.38 -6.01 0.114
H 3.36 -1.63 -4.76 0.102
H 0.25 -0.63 -4.67 0.098
H 0.84 -2.17 -5.60 0.110
H 0.11 -3.19 -3.49 0.101
H 1.96 -2.97 -3.20 0.116
H 1.67 -1.39 -1.38 0.115
H 0.28 -0.37 -2.21 0.102
H 0.13 -2.37 0.10 0.115
H -0.39 -3.42 -1.38 0.128
H -1.90 -1.53 2.43 0.138
H -0.47 -0.77 1.46 0.123
H -3.01 0.88 2.76 0.133
H -1.81 1.58 1.39 0.119
H -5.63 1.74 0.38 0.129
H -7.12 2.23 -0.68 0.154
H -5.53 3.97 -1.25 0.149
H -3.48 3.36 0.07 0.089
H -3.06 1.81 -1.01 0.075
H -2.93 3.53 -1.80 0.077
H -6.29 2.34 -3.42 0.137
H -4.49 1.62 -3.32 0.106
H -3.41 3.86 -3.93 0.125
H -3.83 3.40 -6.29 0.083
H -5.04 2.11 -5.60 0.063
H -5.75 3.78 -6.11 0.084
H -6.32 5.21 -3.30 0.085
H -5.52 5.65 -4.97 0.077
H -4.50 5.96 -3.41 0.087
H -6.01 -0.93 -3.78 0.107
H -4.54 -0.26 -4.42 0.076
C -0.68 -1.33 6.19 -0.070
C 0.73 -0.97 6.53 -0.322
O 1.24 -2.14 7.12 0.139
C 0.55 -3.16 6.54 -0.493
O 0.88 -4.33 6.59 0.126
O -0.57 -2.71 5.90 0.077
F 0.76 0.02 7.45 0.087
H -1.37 -1.19 7.03 0.152
H -1.05 -0.78 5.33 0.129
H 1.34 -0.69 5.66 0.181
C 3.19 -4.51 9.00 -0.074
C 3.43 -5.50 10.09 -0.326
O 4.21 -4.78 11.02 0.142
C 3.83 -3.48 10.87 -0.499
O 4.07 -2.60 11.68 0.145
O 3.14 -3.29 9.70 0.080
F 4.17 -6.54 9.64 0.077
H 4.01 -4.48 8.27 0.131
H 2.26 -4.70 8.47 0.124
H 2.52 -5.87 10.57 0.178
C -7.91 0.56 1.83 -0.093
C -8.96 -0.46 2.14 -0.325
O -9.84 0.23 3.00 0.143
C -9.75 1.54 2.63 -0.501
O -10.55 2.40 2.95 0.145
O -8.65 1.77 1.85 0.067
F -8.43 -1.50 2.82 0.083
H -7.12 0.60 2.58 0.148
H -7.46 0.40 0.85 0.107
H -9.51 -0.82 1.27 0.179
C 6.47 -2.81 -7.55 -0.076
C 6.11 -2.74 -6.10 -0.336
O 5.86 -1.36 -5.90 0.125
C 5.41 -0.90 -7.10 -0.507
O 4.83 0.16 -7.25 0.135
O 5.68 -1.78 -8.11 0.077
F 7.17 -3.10 -5.33 0.081
H 7.52 -2.60 -7.74 0.150
H 6.21 -3.78 -7.99 0.146
H 5.23 -3.32 -5.83 0.174
C 5.87 -5.41 4.51 -0.074
C 5.51 -5.33 5.96 -0.340
O 5.26 -3.96 6.16 0.127
C 4.81 -3.50 4.97 -0.495
O 4.23 -2.44 4.81 0.144
O 5.08 -4.38 3.95 0.077
F 6.57 -5.70 6.73 0.085
H 6.92 -5.20 4.32 0.151
H 5.61 -6.38 4.07 0.147
H 4.63 -5.92 6.24 0.176
```

As for the charge: 0. The value obtained for the orbital gap is 7.4 eV. The calculation puts the maximum force at 0.1706 hartree/bohr. Its SMILES is CCCCCCCCCCCCCCC1=C(CCF)C(=O)C(OC[C@@H](C)CC(C)C)=C(N)C1=O.O=C1OC[C@@H](F)O1.O=C1OC[C@@H](F)O1.O=C1OC[C@@H](F)O1.O=C1OC[C@@H](F)O1.O=C1OC[C@@H](F)O1. The calculation puts the total energy at -101315.857 eV.